[1]
Here is a molecular structure, C23H31AsGe2N2O5Sn from the Open Molecules 2025 dataset. Energies are from ωB97M-V with the def2-TZVPD basis set.

The energy above the lowest of the compared OMol25 structures with the same formula, charge and spin comes out at 71.9 kJ/mol. Its HOMO energy (spin up / spin down) is -10.7 / -11.7 eV. The calculated total energy is -217268.2416 eV. Its strongest force on any atom is 2.0 eV Å⁻¹. Its charge is +1. Its multiplicity is 2. The expectation value of S² is 0.76.

Atoms and positions in Å:
Sn -0.109 -1.539 1.230
O 5.468 -1.097 3.688
C 4.607 -1.179 4.675
O 4.925 -1.390 5.817
C 3.149 -1.008 4.355
C 2.177 -0.961 5.342
N 0.990 -0.873 4.733
N 1.116 -0.878 3.404
C 2.424 -0.957 3.147
C 2.897 -0.980 1.730
O 4.080 -0.849 1.470
O 1.991 -1.130 0.827
H 5.064 -0.959 2.786
H 2.299 -0.993 6.408
H 0.076 -0.811 5.161
C 0.684 -2.297 -3.182
As -0.346 -3.521 -2.086
C 0.491 -5.274 -2.004
C -2.169 -3.765 -2.726
O -0.489 -2.893 -0.552
H 0.844 -2.695 -4.183
H 1.648 -2.136 -2.692
H 0.156 -1.344 -3.236
H 0.521 -5.706 -3.007
H -0.099 -5.923 -1.352
H 1.505 -5.202 -1.610
H -2.181 -4.259 -3.695
H -2.671 -2.800 -2.790
H -2.692 -4.389 -1.998
C -3.732 -0.687 -0.368
Ge -2.991 1.010 0.402
C -4.170 2.556 -0.090
C -2.979 0.814 2.393
Ge -0.432 0.981 -0.209
C -0.212 1.091 -2.208
C 1.029 1.191 -2.832
C 1.120 1.254 -4.213
C -0.026 1.213 -4.992
C -1.267 1.103 -4.385
C -1.354 1.034 -3.004
C 0.481 2.572 0.589
C -0.286 3.476 1.320
C 0.291 4.590 1.902
C 1.653 4.809 1.768
C 2.428 3.912 1.051
C 1.848 2.796 0.471
H -4.674 -0.945 0.109
H -3.027 -1.505 -0.216
H -3.911 -0.583 -1.435
H -5.173 2.359 0.283
H -4.218 2.690 -1.166
H -3.808 3.475 0.359
H -3.987 0.687 2.778
H -2.544 1.692 2.864
H -2.386 -0.058 2.686
H 1.931 1.212 -2.235
H 2.086 1.340 -4.688
H 0.048 1.273 -6.068
H -2.163 1.068 -4.988
H -2.325 0.955 -2.527
H -1.354 3.308 1.414
H -0.315 5.284 2.466
H 2.110 5.674 2.224
H 3.490 4.081 0.954
H 2.467 2.089 -0.065

=====

[2]
Here is 3 unconnected molecules or ions with the total composition C23H31BIN3O12PS from the Open Molecules 2025 dataset. Energies are from ωB97M-V with the def2-TZVPD basis set.

Its HOMO energy is -5.3 eV. The calculated total energy is -82295.2369 eV. Its strongest force on any atom is 2.7 eV Å⁻¹. Its charge is -1.

Atoms and positions in Å:
C -3.772 -1.201 -5.687
C -2.947 0.139 -5.502
O -1.568 -0.178 -5.713
C -0.695 0.616 -4.874
C -0.088 -0.366 -3.812
O 1.265 -0.065 -3.448
C 1.491 -0.157 -2.042
C 1.252 -1.578 -1.415
O 0.862 -1.479 -0.029
C -0.477 -0.981 0.090
C -1.390 -1.854 1.061
C -1.103 -3.387 0.992
P -1.970 -4.261 -0.405
O -3.387 -4.463 0.008
O -1.295 -5.743 -0.685
O -1.858 -3.379 -1.805
C -2.857 -1.328 0.635
O -3.596 -1.006 1.800
B -2.584 -0.633 2.780
I -3.362 -1.682 4.645
N -2.473 0.850 3.182
C -2.480 1.583 2.250
S -2.055 2.574 1.029
O -1.370 -1.328 2.381
H -4.849 -0.936 -5.832
H -3.674 -1.846 -4.777
H -3.369 -1.735 -6.576
H -3.262 0.857 -6.307
H -3.189 0.507 -4.479
H 0.059 1.108 -5.530
H -1.262 1.404 -4.317
H -0.075 -1.382 -4.292
H -0.733 -0.333 -2.904
H 2.580 0.075 -1.891
H 0.950 0.659 -1.486
H 0.485 -2.200 -1.936
H 2.211 -2.154 -1.416
H -1.001 -0.977 -0.896
H -0.463 0.054 0.523
H -0.009 -3.613 0.871
H -1.411 -3.866 1.952
H -1.848 -6.141 -1.386
H -2.520 -2.668 -1.819
H -2.717 -0.328 0.122
H -3.451 -1.942 -0.082
C 0.232 -0.369 5.256
C -0.484 -0.922 6.310
C 0.045 -0.899 7.594
C 1.289 -0.316 7.809
C 2.013 0.231 6.759
C 1.480 0.202 5.479
N 1.840 -0.268 9.166
O 1.189 -0.774 10.065
O 2.920 0.280 9.325
H -0.186 -0.384 4.255
H -1.464 -1.370 6.127
H -0.519 -1.331 8.410
H 2.984 0.681 6.923
H 2.035 0.629 4.652
C 5.490 4.294 -2.514
C 4.706 3.382 -3.209
C 3.336 3.337 -2.993
C 2.764 4.214 -2.083
C 3.538 5.124 -1.379
C 4.908 5.162 -1.598
N 1.312 4.185 -1.873
O 0.673 3.357 -2.498
O 0.835 4.987 -1.092
H 6.559 4.331 -2.688
H 5.163 2.706 -3.921
H 2.732 2.622 -3.539
H 3.093 5.805 -0.666
H 5.523 5.870 -1.056

=====

[3]
Here is 9 unconnected molecules or ions with the total composition C23H31Cl4F5O21 from the Open Molecules 2025 dataset. Energies are from ωB97M-V with the def2-TZVPD basis set.

The energy above the lowest of the compared OMol25 structures with the same formula, charge and spin comes out at 0.0 kJ/mol. Its HOMO energy is -10.8 eV. The calculated total energy is -131029.2842 eV. Its strongest force on any atom is 2.5 eV Å⁻¹. The SMILES is O=C1OC[C@@H](F)O1.O=C1OC[C@@H](F)O1.O=C1OC[C@@H](F)O1.O=C1OC[C@@H](F)O1.O=C1OC[C@@H](F)O1.COC(=O)OC.COC(=O)OC.ClCCl.ClCCl.

Atoms and positions in Å:
O 0.482 -7.425 -1.263
C 0.474 -6.285 -0.951
O -0.628 -5.536 -0.729
C -0.318 -4.291 -0.104
C 1.220 -4.264 -0.275
F 1.909 -4.092 0.912
O 1.572 -5.525 -0.808
H -0.701 -3.432 -0.639
H -0.474 -4.364 0.973
H 1.585 -3.500 -0.962
O -0.020 3.811 1.566
C 0.816 4.511 2.000
O 0.595 5.661 2.668
C 1.841 6.292 2.833
C 2.828 5.125 2.839
F 2.867 4.603 4.117
O 2.123 4.196 2.024
H 2.112 7.000 2.041
H 1.912 6.899 3.732
H 3.833 5.240 2.452
O 0.313 -3.560 -3.183
C -0.680 -3.782 -3.795
O -1.210 -5.003 -4.011
C -2.140 -4.859 -5.090
C -2.614 -3.403 -4.886
F -3.727 -3.453 -4.033
O -1.532 -2.824 -4.208
H -1.626 -4.982 -6.049
H -2.973 -5.547 -5.038
H -2.954 -2.891 -5.785
O -4.383 0.406 -5.710
C -3.318 0.955 -5.692
O -3.131 2.243 -5.326
C -1.787 2.613 -5.656
C -1.089 1.220 -5.651
F -0.675 0.944 -4.367
O -2.137 0.391 -6.021
H -1.679 3.020 -6.661
H -1.415 3.222 -4.841
H -0.197 1.207 -6.270
O -3.453 5.865 -0.080
C -3.109 4.749 -0.196
O -3.688 3.664 0.383
C -2.744 2.608 0.233
C -2.085 2.964 -1.070
F -2.888 2.539 -2.122
O -2.059 4.358 -0.983
H -2.034 2.576 1.061
H -3.172 1.607 0.193
H -1.126 2.478 -1.215
C 0.493 0.838 2.421
O -0.391 0.887 1.311
C -0.345 -0.102 0.458
O 0.415 -1.026 0.500
O -1.259 0.132 -0.486
C -1.319 -0.809 -1.548
H 1.543 0.789 2.107
H 0.320 -0.079 2.987
H 0.392 1.733 3.023
H -0.348 -1.172 -1.885
H -1.817 -0.299 -2.369
H -1.924 -1.692 -1.324
C 3.210 -1.841 6.030
O 2.119 -1.037 5.605
C 1.000 -0.998 6.308
O 0.785 -1.612 7.314
O 0.229 -0.063 5.765
C -1.112 0.038 6.265
H 2.910 -2.783 6.483
H 3.782 -1.267 6.759
H 3.822 -1.986 5.146
H -1.097 0.024 7.354
H -1.734 -0.765 5.877
H -1.437 1.027 5.954
Cl 4.054 0.939 -1.943
C 2.659 1.599 -1.103
Cl 1.640 2.623 -2.160
H 2.020 0.764 -0.832
H 2.891 2.157 -0.203
Cl 5.526 -2.456 2.423
C 3.861 -2.063 2.003
Cl 3.656 -0.506 1.211
H 3.518 -2.827 1.312
H 3.222 -2.112 2.878

=====

[4]
Here is a molecular structure, C23H31IrN4O3S from the Open Molecules 2025 dataset. Energies are from ωB97M-V with the def2-TZVPD basis set.

The energy above the lowest of the compared OMol25 structures with the same formula, charge and spin comes out at 128.5 kJ/mol. Its HOMO energy (spin up / spin down) is -17.3 / -17.4 eV. The calculated total energy is -50104.7098 eV. Its strongest force on any atom is 4.2 eV Å⁻¹. Its charge is +3. Its multiplicity is 2. The expectation value of S² is 0.78.

Atoms and positions in Å:
Ir 1.004 -0.739 -0.167
N 3.137 -0.746 -0.151
C 3.978 0.371 0.379
C 4.245 1.427 -0.673
C 2.951 1.931 -1.290
C 1.933 2.329 -0.231
N 0.795 1.358 -0.236
H 3.350 -1.607 0.346
H 3.412 -0.918 -1.117
H 4.925 -0.027 0.738
H 3.461 0.789 1.242
H 4.885 1.027 -1.463
H 4.807 2.234 -0.201
H 2.513 1.137 -1.909
H 3.164 2.759 -1.963
H 1.540 3.326 -0.419
H 2.356 2.339 0.769
H 0.282 1.498 -1.107
H 0.154 1.586 0.519
C -3.641 4.541 -3.583
C -3.183 3.218 -3.040
C -4.025 2.453 -2.229
C -3.606 1.255 -1.692
C -2.312 0.807 -1.981
C -1.461 1.531 -2.829
C -1.910 2.726 -3.349
S -1.782 -0.664 -1.313
O -2.826 -1.612 -1.136
O -0.534 -1.061 -1.970
N -1.048 -0.342 0.194
C -1.515 -0.490 1.406
C -2.896 -0.536 1.806
C -3.214 -0.574 3.137
C -2.203 -0.595 4.113
C -0.824 -0.634 3.760
C 0.214 -0.720 4.706
C 1.517 -0.786 4.264
C 1.768 -0.778 2.895
N 0.796 -0.663 1.979
C -0.481 -0.590 2.408
H -4.423 4.982 -2.970
H -4.065 4.399 -4.582
H -2.814 5.239 -3.697
H -5.029 2.804 -2.029
H -4.280 0.657 -1.088
H -0.497 1.127 -3.118
H -1.278 3.287 -4.027
H -3.665 -0.555 1.044
H -4.252 -0.582 3.441
H -2.472 -0.595 5.165
H -0.017 -0.740 5.765
H 2.343 -0.853 4.959
H 2.780 -0.862 2.524
C -0.017 -4.414 -1.224
C 0.974 -3.963 -0.213
C 1.503 -4.892 0.818
O 1.385 -2.781 -0.224
H -0.119 -5.494 -1.252
H 0.245 -4.025 -2.209
H -0.991 -3.976 -0.968
H 1.097 -5.894 0.725
H 1.277 -4.491 1.810
H 2.592 -4.940 0.736

=====

[5]
Here is 2 unconnected molecules or ions with the total composition C23H31N2O2 from the Open Molecules 2025 dataset. Energies are from ωB97M-V with the def2-TZVPD basis set.

The energy above the lowest of the compared OMol25 structures with the same formula, charge and spin comes out at 0.0 kJ/mol. Its HOMO energy is -11.0 eV. The calculated total energy is -31422.4640 eV. Its strongest force on any atom is 1.7 eV Å⁻¹. Its charge is +1.

Atoms and positions in Å:
C 1.915 3.825 0.858
O 0.525 4.200 0.826
C -0.377 3.268 0.870
C -1.756 3.613 0.842
C -2.697 2.554 0.856
C -4.058 2.841 0.830
C -4.503 4.173 0.799
C -3.570 5.224 0.791
C -2.207 4.966 0.809
H 2.454 4.773 0.854
H 2.143 3.248 1.765
H 2.169 3.228 -0.030
H -0.039 2.223 0.938
H -2.304 1.534 0.895
H -4.787 2.028 0.836
H -5.574 4.392 0.783
H -3.923 6.255 0.770
H -1.466 5.764 0.804
C 1.034 -3.497 -3.582
N 1.132 -2.908 -2.270
C 0.928 -1.511 -1.948
C -0.407 -0.851 -2.427
C -1.594 -1.711 -2.002
C -0.371 -0.673 -3.941
C -0.502 0.525 -1.778
N 1.071 -1.517 -0.518
C 1.863 -2.634 -0.085
C 1.405 -3.269 1.227
C 1.460 -2.311 2.392
C 2.667 -2.107 3.068
C 2.719 -1.211 4.141
C 1.565 -0.523 4.540
C 0.360 -0.731 3.858
C 0.304 -1.628 2.788
C 1.718 -3.606 -1.244
O 2.023 -4.795 -1.245
H 1.494 -4.489 -3.543
H -0.014 -3.615 -3.884
H 1.550 -2.879 -4.326
H 1.745 -0.916 -2.412
H -1.651 -1.782 -0.910
H -2.518 -1.242 -2.365
H -1.536 -2.721 -2.424
H 0.540 -0.142 -4.244
H -0.417 -1.626 -4.476
H -1.236 -0.077 -4.260
H 0.367 1.150 -2.033
H -1.405 1.044 -2.129
H -0.577 0.456 -0.685
H 1.293 -0.628 -0.085
H 2.935 -2.358 0.013
H 0.376 -3.646 1.097
H 2.084 -4.119 1.397
H 3.555 -2.660 2.743
H 3.663 -1.055 4.663
H 1.606 0.171 5.383
H -0.545 -0.203 4.159
H -0.630 -1.815 2.250

=====

[6]
Here is C23H31N3O2S in the gas phase from the Open Molecules 2025 dataset. Energies are from ωB97M-V with the def2-TZVPD basis set.

The energy above the lowest of the compared OMol25 structures with the same formula, charge and spin comes out at 21.2 kJ/mol. Its HOMO energy is -8.2 eV. The calculated total energy is -43756.5969 eV. Its strongest force on any atom is 0.9 eV Å⁻¹. The SMILES is CCCN(CCC)CCCNC(=O)c1cc2c(=O)n(CC)c3ccccc3c2s1.

Atoms and positions in Å:
C 1.478 1.936 -0.803
C 2.252 2.250 0.470
C 3.065 1.057 0.974
N 3.999 0.539 -0.014
C 4.956 1.507 -0.526
C 5.815 2.247 0.512
C 6.873 3.102 -0.173
C 4.637 -0.706 0.395
C 4.790 -1.659 -0.803
C 3.677 -2.707 -0.850
N 2.360 -2.117 -0.855
C 1.550 -2.177 0.225
O 1.831 -2.769 1.253
C 0.252 -1.495 0.064
C -0.418 -1.097 -1.056
C -1.667 -0.511 -0.754
C -2.610 0.016 -1.723
O -2.418 0.005 -2.926
N -3.770 0.560 -1.183
C -4.719 1.082 -2.156
C -5.818 0.073 -2.472
C -4.059 0.588 0.167
C -5.259 1.118 0.658
C -5.524 1.145 2.011
C -4.610 0.644 2.931
C -3.427 0.114 2.478
C -3.137 0.076 1.111
C -1.928 -0.474 0.604
S -0.641 -1.172 1.520
H 0.726 1.175 -0.615
H 0.977 2.826 -1.176
H 2.152 1.567 -1.572
H 1.553 2.534 1.261
H 2.909 3.104 0.298
H 2.371 0.244 1.210
H 3.569 1.341 1.914
H 5.622 0.968 -1.206
H 4.412 2.244 -1.122
H 5.181 2.885 1.130
H 6.304 1.525 1.170
H 6.406 3.831 -0.832
H 7.468 3.638 0.564
H 7.541 2.483 -0.768
H 5.622 -0.523 0.847
H 4.023 -1.191 1.155
H 5.745 -2.183 -0.752
H 4.771 -1.073 -1.724
H 3.724 -3.344 0.037
H 3.790 -3.331 -1.743
H 2.150 -1.464 -1.592
H -0.071 -1.218 -2.066
H -5.130 2.026 -1.794
H -4.143 1.278 -3.064
H -5.377 -0.825 -2.899
H -6.370 -0.205 -1.577
H -6.509 0.497 -3.195
H -6.002 1.514 -0.013
H -6.459 1.561 2.355
H -4.831 0.670 3.987
H -2.695 -0.287 3.164

=====

[7]
Here is C23H31N3O5S in the gas phase from the Open Molecules 2025 dataset. Energies are from ωB97M-V with the def2-TZVPD basis set.

The energy above the lowest of the compared OMol25 structures with the same formula, charge and spin comes out at 281.7 kJ/mol. Its HOMO energy is -8.2 eV. The calculated total energy is -49897.0856 eV. Its strongest force on any atom is 0.9 eV Å⁻¹. The SMILES is COc1ccccc1NS(=O)(=O)c1cc(NC(=O)CC(C)(C)C)ccc1N1CCOCC1.

Atoms and positions in Å:
C -3.924 -0.600 -2.866
O -3.594 -0.655 -1.499
C -3.546 -1.894 -0.903
C -3.727 -3.095 -1.570
C -3.661 -4.296 -0.878
C -3.429 -4.305 0.483
C -3.261 -3.110 1.162
C -3.305 -1.902 0.483
N -3.155 -0.700 1.181
S -1.779 -0.419 2.099
O -2.143 0.481 3.154
O -1.202 -1.671 2.486
C -0.659 0.373 0.938
C 0.590 -0.202 0.860
C 1.523 0.230 -0.080
N 2.770 -0.390 -0.101
C 3.853 -0.111 -0.891
O 3.858 0.745 -1.747
C 5.055 -0.979 -0.579
C 6.038 -0.298 0.404
C 6.646 0.940 -0.253
C 5.317 0.102 1.693
C 7.148 -1.298 0.738
C 1.150 1.247 -0.957
C -0.103 1.818 -0.870
C -1.042 1.412 0.084
N -2.333 1.949 0.150
C -2.676 2.743 1.326
C -4.197 2.864 1.410
O -4.742 3.428 0.236
C -4.377 2.676 -0.894
C -2.854 2.596 -1.042
H -4.895 -1.065 -3.063
H -3.158 -1.081 -3.483
H -3.978 0.457 -3.120
H -3.910 -3.113 -2.632
H -3.798 -5.222 -1.416
H -3.386 -5.238 1.022
H -3.079 -3.094 2.223
H -3.345 0.122 0.615
H 0.808 -1.012 1.538
H 2.882 -1.113 0.595
H 5.581 -1.161 -1.517
H 4.734 -1.937 -0.166
H 5.868 1.624 -0.581
H 7.294 1.461 0.449
H 7.237 0.659 -1.122
H 4.558 0.857 1.499
H 6.031 0.518 2.401
H 4.845 -0.760 2.162
H 7.883 -0.837 1.394
H 7.656 -1.625 -0.167
H 6.744 -2.174 1.240
H 1.852 1.589 -1.700
H -0.352 2.611 -1.557
H -2.303 2.258 2.226
H -2.237 3.749 1.240
H -4.481 3.529 2.227
H -4.630 1.869 1.588
H -4.821 3.182 -1.754
H -4.783 1.655 -0.817
H -2.598 1.997 -1.916
H -2.459 3.617 -1.164